# 1
{"formula": "C5H17N2O", "method": "ωB97M-V/def2-TZVPD", "species": ["C", "C", "C", "C", "C", "N", "N", "H", "H", "H", "H", "H", "H", "H", "H", "H", "H", "H", "H", "H", "H", "H", "H", "H", "O"], "xyz": [[1.46141, 1.59641, 1.54611], [0.22294, 0.96278, 0.75339], [-0.13201, -0.40479, 1.06371], [-1.15645, -1.17041, 0.30179], [0.69081, -2.68446, -0.70361], [-0.43316, -1.67052, -0.92784], [0.63206, 1.11215, -0.75734], [1.43951, 2.74337, 1.42489], [2.37528, 1.26471, 1.12577], [1.42257, 1.42887, 2.57980], [-0.64368, 1.70647, 0.85739], [-0.31160, -0.51964, 2.13281], [0.91648, -0.77645, 1.07692], [-1.65852, -2.06124, 0.91558], [-2.02155, -0.62523, -0.18612], [0.12981, -3.51450, -0.14291], [1.30431, -2.93828, -1.61190], [1.35046, -2.41361, 0.12189], [-1.17698, -2.21121, -1.56659], [0.65538, 0.10000, -1.16334], [1.42878, 1.66950, -0.72042], [-0.06707, 1.43354, -1.25503], [-2.38494, 2.03546, -2.32494], [-2.24850, 2.49695, -0.86410], [-1.79532, 2.44014, -1.67591]], "forces_ev_per_a": [[-2.130, 1.811, -1.883], [-0.658, 5.164, -0.244], [1.629, -1.093, 2.600], [-0.507, -0.444, -1.863], [-0.161, 0.470, 0.400], [-2.263, -5.646, 0.508], [1.429, -6.442, 3.794], [-0.097, -1.736, 0.042], [1.059, -0.624, -0.225], [-0.110, -0.521, 1.427], [1.077, -1.116, -0.128], [-0.414, 0.511, 0.115], [-0.797, -1.299, -0.426], [1.230, 1.406, -1.402], [0.800, -0.081, 1.174], [0.338, 0.374, -1.401], [-1.212, 0.000, 0.786], [0.146, 0.570, -0.373], [1.986, 2.056, 0.704], [1.440, 2.351, 0.677], [2.102, 0.909, -0.983], [-4.906, 3.524, -3.345], [-0.162, 0.329, 0.089], [-1.300, 0.368, 1.346], [1.478, -0.842, -1.390]], "mulliken_charge": [-1.527, 0.278, -0.970, -0.380, -0.731, -0.206, -0.021, 0.424, 0.561, 0.375, 0.253, 0.441, 0.350, 0.390, 0.330, 0.390, 0.349, 0.371, 0.405, 0.284, 0.329, 0.295, 0.341, 0.328, -0.661], "spin_multiplicity": 2, "charge": 2, "homo_ev": [-19.1, -19.1], "lumo_energy_ev": [-7.002, -12.625], "gap_ev": [12.118, 6.494]}

# 2
{"formula": "C17H18N2O6S2", "method": "ωB97M-V/def2-TZVPD", "species": ["O", "C", "N", "C", "C", "C", "C", "C", "S", "H", "H", "H", "H", "H", "C", "C", "H", "H", "S", "O", "O", "C", "C", "H", "H", "H", "H", "H", "C", "H", "H", "O", "C", "C", "C", "C", "C", "C", "H", "H", "N", "O", "O", "H", "H"], "xyz": [[-0.18066, -2.80631, -1.04865], [-0.16858, -2.25522, 0.03680], [-1.12608, -1.37777, 0.40905], [-1.13411, -0.63922, 1.66429], [-1.04578, 0.84528, 1.46928], [-0.03815, 1.56088, 0.89310], [-0.29676, 2.94879, 0.86396], [-1.49109, 3.26950, 1.42108], [-2.32745, 1.88979, 1.98914], [-1.94020, 4.23556, 1.53060], [0.38035, 3.67118, 0.44597], [0.85971, 1.11784, 0.49856], [-2.04717, -0.87946, 2.21764], [-0.28331, -0.96438, 2.26308], [-2.17973, -1.13964, -0.57807], [-1.84388, 0.00373, -1.53785], [-1.44810, -0.34507, -2.48520], [-1.17694, 0.73817, -1.09848], [-3.43957, 0.83432, -1.84730], [-3.51274, 2.01599, -1.03303], [-3.69221, 0.97672, -3.25144], [-4.46971, -0.46623, -1.09169], [-3.56039, -0.87854, 0.04217], [-3.51958, -0.04392, 0.74163], [-3.91680, -1.76915, 0.56153], [-5.41310, -0.04599, -0.76254], [-4.62477, -1.24294, -1.83399], [-2.23785, -2.06893, -1.15890], [0.92728, -2.62763, 1.04803], [0.46631, -3.11255, 1.91439], [1.57921, -3.35409, 0.54884], [1.68181, -1.55634, 1.57624], [2.54382, -0.88888, 0.77284], [2.69435, -1.11028, -0.59671], [3.60471, -0.35892, -1.31242], [4.36218, 0.61356, -0.67159], [4.21375, 0.84423, 0.69461], [3.31068, 0.09628, 1.41013], [3.17031, 0.24981, 2.46788], [4.81219, 1.60643, 1.16890], [5.30755, 1.38968, -1.42297], [5.41802, 1.15294, -2.60806], [5.94097, 2.23692, -0.82734], [3.73608, -0.51452, -2.37220], [2.10542, -1.85163, -1.11132]], "forces_ev_per_a": [[0.134, -0.208, -0.248], [0.281, -0.065, 0.266], [-0.267, 0.059, -0.074], [-0.004, -0.062, 0.239], [-0.240, 0.311, 0.237], [-0.143, -0.177, 0.204], [-0.005, 0.147, -0.008], [-0.272, -0.154, 0.178], [0.686, -0.062, -0.142], [-0.056, 0.246, -0.015], [0.092, 0.167, -0.072], [0.138, -0.122, -0.085], [0.103, -0.025, 0.010], [-0.230, 0.002, -0.033], [-0.040, -0.324, 0.048], [-0.629, 0.224, -0.247], [-0.020, -0.031, -0.109], [-0.100, 0.074, -0.019], [0.058, -0.092, -0.315], [-0.034, -0.002, 0.418], [-0.046, -0.301, -0.286], [0.624, 0.507, -0.224], [0.132, -0.335, 0.346], [-0.058, -0.120, 0.074], [-0.020, 0.033, 0.029], [-0.059, 0.165, -0.081], [-0.011, -0.093, -0.113], [-0.050, 0.287, 0.111], [0.030, -0.351, -0.147], [0.077, 0.061, -0.115], [-0.151, 0.143, 0.044], [0.018, 0.123, 0.165], [0.404, 0.288, -0.176], [-0.248, -0.164, 0.325], [0.384, 0.401, -0.021], [-0.897, -0.759, 0.594], [0.129, 0.065, -0.259], [-0.231, -0.277, -0.085], [-0.001, 0.035, 0.124], [0.010, 0.016, 0.030], [0.379, 0.309, -0.322], [0.060, -0.008, -0.250], [0.157, 0.192, 0.082], [-0.004, -0.013, -0.026], [-0.077, -0.108, -0.049]], "mulliken_charge": [-0.662, 1.136, 0.259, -1.400, 0.555, -0.557, -0.904, -0.367, -0.107, 0.490, 0.447, 0.634, 0.425, 0.666, -0.570, -0.403, 0.401, 0.049, 1.106, -0.562, -0.715, -0.956, -0.555, 0.189, 0.303, 0.484, 0.402, 0.656, -1.152, 0.459, 0.388, -0.436, 0.420, -0.147, -0.759, -0.204, -0.416, -0.334, 0.462, 0.485, 1.023, -0.620, -0.626, 0.485, 0.530], "charge": 0, "homo_ev": -9.2, "lumo_energy_ev": -0.492, "smiles": "O=C(COc1ccc([N+](=O)[O-])cc1)N(Cc1cccs1)[C@H]1CCS(=O)(=O)C1", "gap_ev": 8.715}

# 3
{"formula": "C38H51AuCl3N2O3SbSi", "method": "ωB97M-V/def2-TZVPD", "species": ["C", "C", "H", "H", "H", "C", "C", "H", "H", "H", "H", "Au", "Cl", "Cl", "C", "O", "N", "C", "C", "H", "H", "H", "H", "H", "H", "H", "H", "H", "C", "C", "N", "H", "C", "O", "H", "H", "H", "H", "O", "C", "C", "C", "H", "C", "H", "C", "H", "C", "C", "H", "H", "H", "Si", "Cl", "C", "C", "C", "H", "H", "H", "H", "H", "H", "H", "H", "H", "C", "C", "C", "C", "C", "C", "Sb", "C", "C", "C", "C", "C", "C", "C", "C", "C", "C", "C", "C", "H", "H", "H", "H", "H", "H", "H", "H", "H", "H", "H", "H", "H", "H", "H"], "xyz": [[-1.49844, -3.71558, -2.09030], [-0.46855, -4.18154, -1.11482], [-1.40530, -4.19161, -3.06790], [-1.40841, -2.62965, -2.21313], [-2.51049, -3.91571, -1.70948], [0.34733, -5.23191, -1.25760], [0.35380, -6.16801, -2.42700], [1.09784, -5.44366, -0.48920], [-0.34129, -5.84466, -3.21568], [0.05248, -7.18290, -2.12119], [1.35926, -6.26602, -2.87067], [-1.01756, -0.21621, -0.02936], [-1.81926, -0.99017, 2.08316], [-0.98062, 0.47550, -2.28123], [1.30540, -0.94426, 2.90638], [1.67774, -0.15367, 2.02463], [1.97453, -1.19082, 4.05716], [3.28646, -0.59328, 4.22503], [1.43105, -1.98866, 5.15753], [0.35748, -1.50208, 2.81277], [3.47527, 0.01036, 3.33596], [4.05242, -1.37453, 4.31566], [3.30523, 0.03738, 5.12197], [0.41097, -2.32476, 4.90871], [1.40372, -1.37778, 6.07952], [2.06873, -2.87417, 5.33233], [1.09574, -2.44124, -3.11970], [2.88055, -3.79927, -1.79052], [1.75357, -1.56400, -3.08298], [3.50058, -2.91226, -2.00165], [2.67223, -1.71633, -1.97540], [1.15622, -0.66300, -2.93562], [2.90147, -0.69316, -1.10207], [2.32282, 0.38992, -1.12464], [4.29056, -2.83124, -1.24211], [3.69585, -0.94239, -0.35749], [2.31620, -1.51122, -4.02698], [3.95500, -3.03230, -2.99968], [0.23137, -2.10332, -0.29489], [-0.34685, -3.26554, 0.10374], [1.82056, -3.73430, 1.41131], [0.43187, -3.85099, 1.29975], [2.36758, -3.14061, 0.66824], [2.48307, -4.37936, 2.46445], [-1.38303, -3.10532, 0.43954], [-0.30590, -4.51630, 2.27961], [3.57133, -4.29499, 2.54886], [1.74834, -5.11923, 3.39439], [0.35710, -5.19160, 3.30182], [-1.39724, -4.51539, 2.20272], [2.26456, -5.63538, 4.20617], [-0.22525, -5.76412, 4.02343], [-3.56892, 2.08545, -5.67315], [-3.60888, 0.16777, -6.49968], [-1.85908, 2.76310, -6.00794], [-3.97992, 1.85958, -3.86686], [-4.86632, 3.11379, -6.56018], [-1.09135, 2.11001, -5.57501], [-1.73956, 3.76486, -5.57616], [-1.68309, 2.83725, -7.08956], [-4.64320, 3.19766, -7.63181], [-4.91211, 4.13076, -6.14748], [-5.86266, 2.66525, -6.45811], [-3.23887, 1.22202, -3.36354], [-4.97036, 1.39626, -3.76519], [-3.99974, 2.82501, -3.34662], [2.05305, 3.47833, 5.05451], [1.13355, 2.41684, 5.09989], [0.44293, 2.04038, 3.93782], [0.68921, 2.70899, 2.73954], [1.59576, 3.77097, 2.68611], [2.27480, 4.15722, 3.85195], [-0.33159, 2.09382, 0.89577], [-2.34368, 2.78344, 1.35016], [-3.34264, 2.47739, 0.42100], [-4.69029, 2.57330, 0.80203], [-5.02017, 2.95289, 2.11022], [-4.01046, 3.29216, 3.01962], [-2.66469, 3.23054, 2.63450], [0.68775, 3.40323, -0.52515], [-0.01178, 4.36297, -1.26473], [0.68840, 5.14582, -2.19698], [2.06361, 4.96336, -2.39014], [2.75549, 4.00226, -1.63589], [2.05782, 3.22102, -0.70411], [2.59169, 3.77113, 5.95631], [0.95848, 1.88206, 6.03682], [-0.28816, 1.22604, 3.98824], [1.78551, 4.29249, 1.74648], [2.98389, 4.98816, 3.80732], [-3.09820, 2.10072, -0.57310], [-5.47587, 2.32078, 0.08608], [-6.06465, 2.97579, 2.42211], [-4.26775, 3.58425, 4.04047], [-1.88434, 3.48976, 3.35363], [-1.08687, 4.50010, -1.12511], [0.15138, 5.89956, -2.78122], [2.60106, 5.56529, -3.12445], [3.82569, 3.84763, -1.77625], [2.59701, 2.45392, -0.14569]], "forces_ev_per_a": [[-0.275, 0.146, -0.068], [0.778, -0.279, -0.233], [-0.027, 0.136, 0.128], [-0.078, -0.138, -0.117], [0.176, 0.037, -0.060], [0.128, 0.213, -0.050], [-0.224, -0.293, -0.327], [-0.331, 0.138, -0.135], [0.314, -0.186, 0.239], [0.093, 0.270, -0.046], [-0.300, 0.128, 0.209], [-0.280, -0.099, -0.152], [-0.275, 0.134, -0.190], [-0.164, 0.103, 0.157], [-0.018, 0.395, -0.443], [-0.232, -0.957, 0.845], [0.069, 0.138, -0.068], [-0.096, -0.057, 0.122], [0.122, 0.061, -0.353], [0.341, 0.195, 0.161], [0.082, -0.011, 0.209], [-0.091, 0.114, 0.033], [0.067, -0.046, -0.137], [0.429, 0.143, 0.055], [-0.028, -0.258, -0.366], [-0.290, 0.321, -0.018], [0.011, 0.156, -0.037], [0.224, 0.173, -0.066], [-0.085, -0.055, -0.011], [-0.199, 0.151, 0.160], [0.578, 0.275, 0.277], [0.143, -0.191, -0.075], [-0.363, 0.246, -0.363], [0.576, -1.094, 0.111], [-0.196, -0.085, -0.235], [-0.378, 0.127, -0.215], [-0.152, 0.051, 0.127], [-0.052, 0.036, 0.353], [0.172, 0.144, -0.757], [0.478, -0.862, 1.754], [-0.094, -0.225, 0.021], [-0.470, -0.010, -0.329], [-0.221, -0.277, 0.330], [-0.207, 0.229, -0.185], [-0.023, 0.195, -0.037], [0.322, -0.192, -0.208], [-0.407, -0.073, 0.021], [0.097, -0.051, 0.016], [-0.084, 0.193, 0.016], [0.347, -0.130, 0.085], [-0.140, 0.123, -0.237], [0.229, 0.158, -0.062], [-0.034, 0.112, -0.015], [-0.036, 0.006, -0.075], [0.036, -0.012, 0.048], [0.032, 0.006, 0.071], [-0.044, -0.043, -0.022], [-0.137, 0.129, -0.059], [-0.022, -0.146, -0.039], [-0.051, -0.042, 0.226], [-0.014, -0.048, 0.218], [0.045, -0.183, -0.034], [0.192, 0.068, -0.006], [-0.207, 0.160, -0.190], [0.185, 0.086, -0.031], [-0.008, -0.072, -0.059], [-0.244, -0.213, -0.279], [0.065, 0.240, -0.373], [0.149, 0.023, 0.488], [-0.234, -0.147, -0.601], [0.053, -0.111, 0.338], [-0.137, -0.165, -0.044], [0.554, 1.605, 0.639], [0.568, -0.050, -0.317], [-0.579, -0.069, 0.412], [0.305, 0.101, 0.181], [0.339, 0.017, -0.155], [0.030, -0.026, -0.253], [-0.370, -0.143, -0.005], [-0.561, -0.151, 0.258], [0.390, 0.048, -0.160], [-0.034, -0.129, 0.092], [-0.057, -0.306, 0.363], [-0.608, 0.142, 0.018], [0.354, 0.151, -0.149], [-0.140, -0.068, -0.240], [0.017, 0.191, -0.296], [0.290, 0.230, -0.093], [-0.049, -0.132, 0.296], [-0.237, -0.287, 0.051], [0.022, 0.105, 0.183], [0.251, 0.073, 0.238], [0.273, 0.023, -0.083], [0.071, -0.048, -0.344], [-0.214, -0.126, -0.241], [0.318, -0.013, -0.061], [0.193, -0.286, 0.215], [-0.189, -0.143, 0.200], [-0.296, 0.052, 0.022], [-0.228, 0.231, -0.179]], "mulliken_charge": [-1.612, 0.265, 0.412, 0.195, 0.338, 0.198, -1.484, 0.433, 0.340, 0.324, 0.297, 0.499, -0.565, -0.704, 0.052, -0.522, 0.710, -1.006, -1.041, 0.048, 0.174, 0.284, 0.341, 0.277, 0.313, 0.333, 0.162, 0.108, -0.669, -0.746, 0.353, 0.003, 0.079, -0.418, 0.299, 0.163, 0.353, 0.333, 0.334, -0.503, 0.484, 0.144, 0.019, -0.666, 0.735, -0.222, 0.413, -0.560, -0.826, 0.425, 0.415, 0.366, 0.501, -0.352, -0.837, -0.584, -0.956, 0.217, 0.296, 0.279, 0.262, 0.330, 0.263, -0.084, 0.349, 0.274, -0.611, -0.583, -0.313, 0.420, -0.647, -0.567, 1.386, 0.719, -0.474, -0.650, -0.549, -0.617, -0.485, 0.383, -0.639, -0.558, -0.512, -0.740, -0.301, 0.379, 0.428, 0.453, 0.392, 0.393, 0.340, 0.409, 0.356, 0.373, 0.438, 0.380, 0.396, 0.378, 0.401, 0.387], "spin_multiplicity": 3, "charge": 0, "homo_ev": [-7.4, -8.9], "lumo_energy_ev": [0.627, -2.332], "gap_ev": [8.063, 6.520]}

It is found that the E_tot values, taken in the order of the records, are -10467.5177 -54853.5201 -105031.5833 eV.
It is found that the energy above the lowest of the compared OMol25 structures with the same formula, charge and spin values, taken in the order of the records, are 75.9 92.0 0.0 kcal per mole.